An isolated molecule of C2H6N2O2 at a distorted geometry, computed with the ωB97M-V functional and the def2-TZVPD basis.

```
12
Properties=species:S:1:pos:R:3:forces:R:3
C 0.05379 0.56436 -0.57904 -0.086 -3.077 0.314
C -1.39297 0.35253 -0.20775 -1.535 3.078 0.887
N 0.64221 -1.56353 0.48551 0.024 0.393 0.232
N 0.68867 1.41771 0.35989 -0.168 -0.416 -0.257
O 0.46935 -0.84202 -0.74494 1.164 0.011 -0.418
O -2.06281 -0.58972 0.11312 1.018 -0.405 -0.457
H 1.25514 -2.33680 0.23140 0.065 0.398 -0.129
H -0.24650 -2.00661 0.72334 -0.130 0.291 -0.377
H 1.62737 1.66249 0.06667 -0.118 -0.091 0.205
H 0.67727 0.99543 1.28380 0.262 0.102 -0.136
H 0.11733 0.96465 -1.59892 -0.011 -0.094 0.244
H -1.82883 1.38150 -0.13308 -0.487 -0.192 -0.109
```
Forces are in eV/Å.

Energy above the lowest of the compared OMol25 structures with the same formula, charge and spin in eV: 3.440
Net charge: 0
Kohn-Sham gap in eV: 10.23